[1]
Entry from the Open Molecules 2025 dataset: one molecule with the formula C4H8N2O (the ωB97M-V functional and the def2-TZVPD basis).

Properties
* ΔE to the lowest compared entry with this formula, charge and spin: 3.363 eV
* LUMO: 0.9 eV
* HOMO level: -7.85 eV
* DFT total energy: -341.88005 Ha

Structure (ORCA input):
```
! wB97M-V def2-TZVPD RIJCOSX def2/J DEFGRID3
* xyz 0 1
C -1.50 -1.42 -0.18
C -0.39 -0.52 -0.66
C -0.71 0.92 -0.66
N 0.02 0.41 0.54
C 1.42 0.57 0.83
O 1.77 0.67 1.99
N 2.18 0.57 -0.29
H -2.34 -0.90 0.33
H -1.92 -1.97 -1.02
H -1.11 -2.17 0.52
H -0.13 1.61 -1.26
H -1.70 1.31 -0.37
H -0.52 0.41 1.41
H 1.75 0.05 -1.06
H 3.17 0.48 -0.13
*
```

=====

[2]
Entry from the Open Molecules 2025 dataset: a 2-piece molecular cluster, C6H15NO overall at a distorted geometry (the ωB97M-V functional and the def2-TZVPD basis).

Properties
* ΔE to the lowest compared entry with this formula, charge and spin: 2.460 eV
* structure (SMILES): C=CCC[C@@H](C)N.O
* LUMO: 0.8 eV
* HOMO level: -9.31 eV
* DFT total energy: -367.54089 Ha

Structure (ORCA input):
```
! wB97M-V def2-TZVPD RIJCOSX def2/J DEFGRID3
* xyz 0 1
C -0.39 -1.52 -2.77
C 0.49 -0.70 -2.23
C 0.90 -0.96 -0.76
C -0.26 -0.55 0.17
C -0.52 0.96 0.09
C -1.74 1.39 0.95
N 0.72 1.67 0.50
H -0.78 -1.41 -3.78
H -1.03 -2.29 -2.35
H 0.70 0.33 -2.49
H 1.81 -0.43 -0.48
H 1.11 -2.02 -0.54
H -1.14 -1.18 -0.03
H -0.09 -0.77 1.22
H -0.76 1.28 -0.92
H -2.45 0.58 0.95
H -2.09 2.29 0.44
H -1.63 1.68 2.00
H 0.86 1.45 1.47
H 0.67 2.67 0.41
O 1.70 -1.18 2.75
H 2.64 -0.93 2.72
H 1.27 -0.35 2.69
*
```

=====

[3]
Entry from the Open Molecules 2025 dataset: C24H14Cl7N3O2Y as an isolated structure at a distorted geometry (the ωB97M-V functional and the def2-TZVPD basis).

Properties
* ΔE to the lowest compared entry with this formula, charge and spin: 1.196 eV
* LUMO: 2.3 eV
* HOMO level: -4.50 eV
* DFT total energy: -4497.41484 Ha

Structure (ORCA input):
```
! wB97M-V def2-TZVPD RIJCOSX def2/J DEFGRID3
* xyz -1 1
Y -0.19 0.81 0.31
C 0.47 2.92 3.44
C -0.54 3.44 2.65
C -1.73 2.74 2.52
C -1.90 1.52 3.15
C -0.88 1.01 3.93
C 0.30 1.71 4.09
H 1.41 3.46 3.53
H -0.40 4.38 2.13
H -2.52 3.15 1.90
H -2.80 0.95 2.99
H -0.98 0.03 4.38
H 1.11 1.29 4.66
O 0.82 -0.14 1.89
N 0.75 -1.30 1.08
N -0.64 -1.70 1.14
O -1.51 -0.73 0.62
C -0.81 -2.94 0.49
C 0.08 -3.99 0.74
C -0.12 -5.22 0.16
C -1.22 -5.44 -0.65
C -2.11 -4.42 -0.89
C -1.92 -3.17 -0.33
H 0.93 -3.81 1.37
H 0.59 -6.02 0.35
H -1.38 -6.42 -1.10
H -2.97 -4.58 -1.52
H -2.61 -2.36 -0.51
Cl -3.15 1.85 -0.57
C -2.05 3.08 -1.13
C -0.71 2.92 -0.80
C 0.14 3.91 -1.27
Cl 1.81 3.78 -0.86
C -0.29 5.00 -2.03
Cl 0.80 6.19 -2.61
C -1.64 5.10 -2.34
Cl -2.21 6.42 -3.28
C -2.54 4.14 -1.89
Cl -4.20 4.28 -2.27
Cl 0.85 0.29 -2.82
C 2.02 -0.94 -2.37
C 2.91 -1.39 -3.31
C 3.86 -2.35 -2.95
C 3.90 -2.79 -1.64
C 3.01 -2.32 -0.71
Cl 3.22 -2.86 0.92
C 1.98 -1.40 -1.02
N 1.02 -0.87 -0.27
H 2.86 -0.99 -4.31
H 4.56 -2.73 -3.67
H 4.64 -3.51 -1.32
*
```